Entry 1:
{"formula": "C3H11N2S", "method": "wB97M-V/def2-TZVPD", "homo_lumo_gap_ev": 9.89, "total_charge": 1, "largest_force_ha_per_bohr": 0.029, "mol_weight_g_mol": 107.202, "spin_multiplicity": 1, "symbols": ["C", "S", "H", "H", "H", "H", "C", "C", "N", "N", "H", "H", "H", "H", "H", "H", "H"], "xyz": [[-1.0968, 1.4397, 1.3704], [-2.3601, 0.4531, 0.5155], [-0.7055, 2.1770, 0.6642], [-1.6286, 1.9992, 2.1513], [-0.2753, 0.8514, 1.7803], [-2.0295, -0.6845, 1.0912], [2.1742, -0.5357, -0.4277], [1.0429, -0.8766, -1.0683], [0.1309, 0.1552, -1.5582], [2.9079, -1.4006, 0.3339], [2.5985, 0.4532, -0.4779], [0.5406, -1.8154, -0.9056], [-0.7494, 0.2211, -0.9852], [0.5148, 1.1069, -1.4795], [-0.2181, 0.0630, -2.5061], [2.2988, -2.1723, 0.6837], [3.4221, -0.8962, 1.0589]], "forces_ev_per_angstrom": [[-0.393, 0.792, 0.247], [0.220, 0.172, -0.446], [0.009, -0.075, 0.106], [0.518, -0.207, -0.055], [-0.245, -0.006, -0.044], [-0.053, -0.625, 0.255], [-0.392, -0.278, -0.196], [-0.112, 0.307, 0.754], [-0.302, 1.188, 0.066], [-1.042, -0.345, 0.627], [-0.073, 0.379, -0.231], [0.078, -0.214, -0.215], [0.008, -0.356, 0.242], [0.225, -0.400, -0.176], [0.294, -0.331, -0.514], [1.301, 0.721, -0.155], [-0.042, -0.721, -0.266]]}

---

Entry 2:
{"formula": "C3H2BrClO2S", "method": "wB97M-V/def2-TZVPD", "homo_lumo_gap_ev": 9.76, "largest_force_ha_per_bohr": 0.097, "mol_weight_g_mol": 217.471, "spin_multiplicity": 1, "symbols": ["C", "C", "C", "O", "O", "S", "Cl", "Br", "H", "H"], "xyz": [[0.5674, -0.0159, 0.9323], [-0.8713, -0.1144, 0.8247], [1.0204, 0.0577, -0.4853], [-1.1389, -1.2318, -1.6359], [-1.2473, 1.2266, -1.4883], [-0.7710, -0.0187, -0.9788], [1.5240, 0.0477, 2.3133], [-2.1980, -0.1610, 2.0905], [1.5028, 0.9972, -0.7447], [1.6120, -0.7874, -0.8278]], "forces_ev_per_angstrom": [[-4.988, -0.382, -0.255], [4.900, 0.455, -0.148], [-0.251, -0.016, -0.192], [0.115, -0.217, -0.028], [-0.004, 0.280, -0.070], [0.380, -0.033, 0.935], [0.087, -0.021, 0.096], [-0.035, -0.043, -0.116], [-0.121, 0.098, -0.142], [-0.083, -0.122, -0.081]]}

---

Entry 3:
{"formula": "CHI3O", "method": "wB97M-V/def2-TZVPD", "homo_lumo_gap_ev": 7.86, "largest_force_ha_per_bohr": 0.031, "mol_weight_g_mol": 409.730, "spin_multiplicity": 1, "symbols": ["C", "O", "I", "I", "I", "H"], "xyz": [[-0.8320, -0.2489, -0.0863], [-0.4921, 0.1523, -1.1375], [-2.0364, -1.9894, 0.0558], [1.6442, 2.1603, 0.0153], [2.2520, -0.3333, 0.3564], [-0.5356, 0.2589, 0.7964]], "forces_ev_per_angstrom": [[-0.465, -0.242, -1.173], [-0.309, 0.043, -1.021], [-0.083, -0.122, 0.326], [0.087, 0.949, 0.014], [0.901, -0.801, 0.273], [-0.129, 0.173, 1.581]]}

---

Entry 4:
{"formula": "C8H12N4O", "method": "wB97M-V/def2-TZVPD", "homo_lumo_gap_ev": 7.19, "total_charge": 2, "largest_force_ha_per_bohr": 0.091, "mol_weight_g_mol": 180.211, "spin_multiplicity": 1, "symbols": ["C", "C", "C", "C", "C", "C", "C", "C", "N", "N", "N", "N", "O", "H", "H", "H", "H", "H", "H", "H", "H", "H", "H", "H", "H"], "xyz": [[-1.3077, -0.7859, 0.7282], [0.1256, -0.6548, 1.2228], [-0.5577, 2.1494, -0.1085], [-1.4796, 1.7360, 0.8281], [1.2015, 0.4805, -0.7123], [2.6328, -0.0555, 1.3062], [-1.3789, -1.1402, -0.7281], [1.1834, -0.1231, 0.5975], [0.2896, 1.4064, -1.0155], [2.1292, 0.0313, -1.5788], [-1.4012, -2.3461, -1.2296], [-1.9799, 0.4616, 1.1611], [3.5587, -0.0513, 0.6023], [-1.7416, -1.7149, 1.3073], [0.1218, -1.0739, 2.2324], [-0.3571, 3.2468, -0.1410], [-2.0079, 2.5555, 1.5102], [2.4410, -0.0933, 2.4184], [-1.2005, -0.5541, -1.6219], [0.3424, 1.8768, -2.0073], [3.0389, -0.4101, -1.2811], [2.0614, 0.3767, -2.4999], [-1.4112, -2.5325, -2.2382], [-1.7381, -3.1199, -0.6567], [-2.5649, 0.3346, 1.9042]], "forces_ev_per_angstrom": [[-1.074, -0.649, 1.194], [0.451, -0.370, -0.443], [-1.009, 0.567, 1.922], [-0.521, 1.052, 0.538], [0.380, -0.242, -1.177], [-4.547, -0.722, 0.885], [0.855, -1.656, -2.528], [0.689, 0.079, 2.062], [0.204, 0.736, -2.537], [-0.459, 0.027, 1.258], [-1.458, 0.256, 1.683], [2.651, -0.272, -3.589], [2.586, 0.129, -0.115], [0.469, 1.944, -1.046], [0.856, 0.340, -0.133], [-0.229, -1.148, -0.057], [1.403, -1.700, -1.859], [1.236, 0.140, -0.616], [-0.133, 1.597, 0.793], [0.042, -1.229, 2.489], [-1.598, 0.548, -0.091], [0.391, 0.481, -1.204], [0.152, 0.281, 0.367], [0.500, -0.275, 0.011], [-1.834, 0.084, 2.191]]}

---

Computed LUMO (eV) in order:
-3.20; 0.04; -1.52; -8.83
Computed ΔE to the lowest compared entry with this formula, charge and spin (kJ/mol) in order:
142.0; 0.0; 35.9; 196.9